Entry 1:
Formula: C21H26ClNOP2Pr
Source: the Open Molecules 2025 dataset
Level of theory: the ωB97M-V functional and the def2-TZVPD basis

Calculated values
Energy relative to the best compared isomer or geometry (same formula, charge and spin)   67.4 kcal/mol
Spin multiplicity   3
F_max   0.0767 hartree/bohr
LUMO (spin up / spin down)   -3.55 / -3.53 eV
Kohn-Sham gap (spin up / spin down)   6.24 / 6.28 eV
Charge   +1
E   -70898.7677 eV

XYZ file:
```
53
Properties=species:S:1:pos:R:3:forces:R:3:nbo_charge:R:1
Pr -0.182165 -0.239051 -0.236756 0.0 2.0 0.4 1.4626
Cl -1.817363 -1.157513 1.891379 -0.4 -0.6 -0.2 0.0605
P -0.164633 -2.839321 -1.039291 0.0 -1.1 -1.0 0.7853
P -2.757535 1.146537 -0.985012 1.2 -0.5 0.4 0.8270
O 2.027297 0.714433 -0.674874 2.2 2.8 -1.4 -0.6419
N 0.236467 0.139674 -2.694472 -1.0 -1.1 -0.2 -0.8088
C -2.934107 2.866040 -0.438672 -0.3 0.3 0.3 -0.9386
C 2.462322 0.148902 -3.664014 0.2 0.2 1.0 -0.1187
C -4.308250 0.245069 -0.701695 -0.3 0.1 0.0 -0.9282
C 1.140864 2.264255 -3.410015 -0.1 0.4 -0.5 -0.0036
C 2.462304 1.582037 -3.195134 -1.1 0.8 1.4 -0.2991
C 1.259124 -3.744500 -0.415193 0.1 -0.2 0.4 -0.9282
C 1.298011 -0.555321 -3.276774 0.3 -0.1 0.4 0.2676
C 2.695531 1.391765 -1.500144 1.5 -2.6 -2.6 0.5184
C 3.662472 -0.498641 -3.983223 -0.2 -1.3 0.4 -0.1673
C 1.355092 -1.986862 -3.294214 -1.5 0.7 0.9 -0.0917
C -2.549758 1.226376 -2.787715 -0.1 0.4 -1.2 -0.7222
C -0.291494 4.121625 -3.987072 0.2 -0.2 0.3 -0.2199
C 0.107880 -2.814462 -2.845182 0.6 0.3 -1.0 -0.7047
C 3.744909 -1.901318 -3.847451 -1.3 1.3 -0.2 -0.2462
C -1.282630 2.038198 -3.217897 0.0 -1.7 0.8 -0.0365
C 0.024771 1.463410 -3.095251 -0.2 0.4 -0.2 0.1184
C -1.588566 -3.936871 -0.846367 -0.1 -0.2 0.1 -0.9163
C 1.000154 3.590995 -3.846464 -0.8 -0.1 -0.3 -0.2120
C -0.497801 -0.104012 2.341653 1.0 0.9 -1.8 -0.9604
C -1.389643 3.328269 -3.676633 -1.3 0.5 0.2 -0.2058
C 2.564770 -2.593459 -3.534634 0.7 -1.0 0.0 -0.1778
H -4.255270 -0.748387 -1.163051 0.1 0.2 0.0 0.2487
H 1.841535 4.221575 -4.151775 -0.1 -0.4 0.3 0.2257
H 2.584622 -3.691096 -3.442287 0.2 0.5 -0.1 0.2136
H -3.516479 1.641464 -3.182964 1.0 -0.1 -0.1 0.2435
H -1.823848 -4.019954 0.223409 -0.1 -0.1 -0.3 0.2597
H 0.208697 -3.874711 -3.167657 0.0 0.6 0.0 0.2459
H 4.672979 -2.412373 -3.956008 0.4 -0.3 -0.2 0.2288
H 3.872211 1.555106 -1.562715 -1.9 -0.3 2.0 0.1677
H 0.347421 -0.654220 2.756040 -0.6 0.5 0.7 0.2347
H -3.880341 3.293721 -0.777365 0.0 0.1 0.0 0.2469
H 1.343504 -4.725732 -0.891623 0.0 0.1 0.1 0.2540
H -0.801374 -2.375715 -3.310429 0.5 -0.3 0.2 0.2609
H -2.435850 3.695298 -3.747001 0.9 0.1 -0.1 0.2169
H 4.547115 0.071583 -4.238477 0.0 0.1 0.1 0.2220
H 1.124473 -3.863063 0.664993 0.2 -0.1 -0.1 0.2551
H 2.168993 -3.167882 -0.596375 0.0 -0.1 0.0 0.2614
H -2.108789 3.475258 -0.825772 -0.1 -0.2 -0.1 0.2654
H -4.482026 0.084606 0.366079 0.1 0.1 -0.1 0.2618
H -0.477728 5.152203 -4.270191 0.3 -0.1 -0.2 0.2288
H -1.352395 -4.925427 -1.265238 -0.2 0.2 0.1 0.2516
H -2.447179 -3.503816 -1.379690 0.2 -0.2 0.2 0.2515
H 3.314744 2.177383 -3.595797 -0.5 -0.4 0.7 0.2435
H -2.884127 2.938669 0.657902 -0.1 -0.2 -0.3 0.2556
H -5.159483 0.785935 -1.118836 0.0 -0.1 0.0 0.2470
H -0.845573 0.906705 2.578587 0.3 -0.7 0.7 0.2366
H -2.473854 0.181918 -3.161441 0.0 0.5 0.2 0.2607
```
Positions in Å, forces in eV/Å.

Entry 2:
Formula: CH5BO4
Source: the Open Molecules 2025 dataset
Level of theory: the ωB97M-V functional and the def2-TZVPD basis

Calculated values
Energy relative to the best compared isomer or geometry (same formula, charge and spin)   74.0 kcal/mol
Spin multiplicity   1
F_max   0.0298 hartree/bohr
LUMO (spin up / spin down)   0.47 / -0.10 eV
Kohn-Sham gap (spin up / spin down)   7.68 / 6.88 eV
E   -9983.0654 eV

XYZ file:
```
11
Properties=species:S:1:pos:R:3:forces:R:3:nbo_charge:R:1
O -2.269114 0.848385 -0.327464 -0.1 0.5 -0.1 -0.9524
O -1.624183 -1.358121 0.355478 0.2 -0.6 0.2 -0.9499
O 1.901447 0.985106 0.632938 0.4 -0.7 -0.5 -0.7244
O 2.089223 -1.013434 -0.459151 -0.1 0.7 0.0 -0.6824
C 1.521993 0.216380 -0.454301 -1.3 0.0 0.9 0.3602
B -1.352754 -0.095591 -0.025122 1.1 0.1 -0.3 0.8656
H -3.200485 0.591336 -0.267859 0.0 -0.1 0.0 0.4755
H -2.546767 -1.645049 0.413310 0.0 0.2 0.0 0.4770
H 2.212391 -1.287144 0.456993 -0.1 -0.1 0.1 0.4890
H 1.531707 0.689779 -1.425248 0.0 0.0 -0.1 0.1500
H 1.449325 1.831268 0.611079 -0.2 0.0 -0.1 0.4920
```
Positions in Å, forces in eV/Å.

Entry 3:
Formula: C18H26AsClN3O3Y
Source: the Open Molecules 2025 dataset
Level of theory: the ωB97M-V functional and the def2-TZVPD basis

Calculated values
Energy relative to the best compared isomer or geometry (same formula, charge and spin)   0.0 kcal/mol
Spin multiplicity   1
F_max   0.0132 hartree/bohr
LUMO   -6.44 eV
Kohn-Sham gap   7.36 eV
Charge   +2
E   -104095.7289 eV

XYZ file:
```
53
Properties=species:S:1:pos:R:3:forces:R:3:nbo_charge:R:1
Y 0.644885 0.168602 0.260772 0.3 0.1 0.6 2.2043
As -0.955494 -0.491739 -2.067168 -0.2 -0.1 -0.1 0.7442
Cl -4.360952 5.128050 2.667711 0.0 0.0 0.0 0.0722
O 1.568049 -1.970334 0.223236 0.1 0.0 0.1 -0.7586
O 0.096970 2.185396 0.266933 0.0 -0.1 -0.2 -0.9054
O -0.311201 0.318794 2.259717 0.0 0.0 -0.4 -0.7615
N 3.504898 -2.697906 1.181481 0.1 -0.1 0.0 -0.3696
N 4.253986 1.194251 2.058438 0.0 0.0 0.0 -0.7080
N 2.896577 -0.412067 1.127704 0.0 0.0 -0.1 -0.7106
C -0.835857 -3.434974 -2.069796 0.0 -0.1 0.1 -0.6219
C -2.703326 -0.497740 -1.185726 0.0 0.0 -0.1 -0.7064
C -1.184263 2.202688 -3.175203 0.0 0.1 0.1 -0.6191
C -1.555647 2.350152 1.971634 -0.1 0.1 0.2 -0.2986
C -1.244504 0.730810 -3.551765 0.0 -0.1 -0.1 -0.6758
C -1.363768 4.050090 0.248395 -0.2 0.1 0.1 -0.2404
C -2.420588 4.725197 0.829746 0.2 0.0 -0.2 -0.1153
C -3.052908 4.242724 1.981151 0.0 -0.1 0.1 -0.0931
C -1.161688 1.163639 2.648332 0.1 0.1 -0.1 0.4731
C -2.765031 -1.298376 0.112041 0.1 -0.2 0.1 -0.6059
C -2.619379 3.077036 2.557762 0.0 0.2 -0.1 -0.1151
C 2.643355 -1.714785 0.832542 -0.1 0.1 -0.1 0.7743
C 4.959220 -1.090899 2.147507 0.0 0.0 0.0 -0.3423
C 4.025298 -0.079820 1.775887 0.1 0.0 0.0 0.4993
C -0.915358 2.853226 0.801218 0.2 -0.3 0.1 0.3992
C -0.797716 -2.209805 -2.970326 0.0 0.0 -0.2 -0.6784
C 4.659164 -2.367192 1.833712 -0.1 0.0 0.0 0.1404
C 3.169916 -4.094961 0.848040 0.0 0.1 0.0 -0.4025
H -0.505936 0.474333 -4.313522 0.0 0.0 0.0 0.2423
H -2.905525 -2.360565 -0.079708 0.0 0.0 0.0 0.2361
H -0.873297 4.450377 -0.627642 0.0 0.0 0.0 0.2396
H -1.862147 -1.242386 0.741746 0.0 0.1 -0.1 0.1681
H 5.877239 -0.854056 2.662232 0.0 0.0 0.0 0.2656
H 3.606920 1.918041 1.793542 0.0 0.0 0.0 0.4204
H -1.319457 2.819345 -4.062987 0.0 0.0 0.0 0.2458
H -2.762942 5.654215 0.392958 0.0 0.0 0.0 0.2527
H 0.142084 -2.155760 -3.524506 0.0 0.0 0.0 0.2368
H -3.430656 -0.875311 -1.906724 0.0 0.0 0.0 0.2490
H -0.596140 -4.326127 -2.649472 0.0 0.0 0.0 0.2422
H 3.096618 -4.200898 -0.230879 0.0 0.0 0.0 0.2372
H -2.222713 0.469077 -3.961974 0.0 0.0 0.0 0.2389
H -2.947939 0.554104 -1.015638 0.0 0.0 0.0 0.2362
H -0.228338 2.475567 -2.724222 0.0 0.0 0.0 0.2072
H -1.597271 -2.240942 -3.714128 0.0 0.0 0.0 0.2400
H 5.096256 1.475897 2.532977 0.0 0.0 0.0 0.4318
H -3.590246 -0.964765 0.740460 0.0 0.0 0.0 0.2433
H -1.825391 -3.593324 -1.642300 0.0 0.0 0.0 0.2144
H 5.308801 -3.196104 2.076421 0.0 0.0 0.0 0.2521
H -3.097803 2.713140 3.458144 0.0 0.0 0.0 0.2434
H -1.634552 0.962925 3.614604 0.0 0.0 0.0 0.1862
H -0.116947 -3.371462 -1.250823 0.0 0.0 0.0 0.2100
H 2.225432 -4.357636 1.316336 0.0 0.0 0.0 0.2386
H 3.962745 -4.729134 1.231356 0.0 0.0 0.0 0.2337
H -1.973433 2.471395 -2.470226 0.0 0.0 0.0 0.2098
```
Positions in Å, forces in eV/Å.

Entry 4:
Formula: C7H33O12
Source: the Open Molecules 2025 dataset
Level of theory: the ωB97M-V functional and the def2-TZVPD basis

Calculated values
Energy relative to the best compared isomer or geometry (same formula, charge and spin)   0.0 kcal/mol
Spin multiplicity   1
F_max   0.0235 hartree/bohr
LUMO   2.51 eV
Kohn-Sham gap   8.67 eV
Charge   -1
E   -32367.6833 eV

XYZ file:
```
52
Properties=species:S:1:pos:R:3:forces:R:3:nbo_charge:R:1
O 2.113021 -3.255111 0.122786 0.2 0.4 0.4 -0.9935
O 2.487440 1.992633 -2.727048 0.3 0.3 -0.5 -0.7778
O 1.907595 1.508997 1.669668 0.1 -0.1 0.4 -1.1723
O -1.819753 3.397820 -0.864764 0.1 0.0 0.1 -0.9867
O -2.531614 2.736557 2.378006 0.9 -0.2 0.0 -0.9931
O -4.235522 1.940791 0.371898 -0.1 0.1 0.2 -1.0022
O -0.081570 3.019476 1.203966 1.1 -0.3 0.3 -1.0472
O 2.511546 -0.947143 1.585597 -0.1 1.1 0.3 -1.0615
O 1.204339 -3.027092 2.696209 0.4 0.4 0.0 -1.0017
O 3.512712 0.989904 -0.416505 -0.1 0.0 0.3 -0.9975
O 0.193223 -3.550571 -1.705277 0.5 0.0 0.3 -0.9895
O -2.435087 -3.706392 -1.056416 0.2 -0.1 0.0 -0.9847
C -1.242260 -0.904170 1.478693 -0.4 -0.1 0.2 -0.2129
C -0.589108 -0.055940 -2.218868 -0.6 -0.3 -0.6 -0.4713
C -1.416009 -0.733867 0.046062 0.6 0.4 -0.5 -0.2331
C 0.724440 0.320965 -2.890158 -0.1 0.2 -0.9 -0.4207
C -2.137268 -1.524415 2.253278 0.0 -0.2 0.5 -0.4163
C -0.461188 -0.220715 -0.741112 -0.1 -0.2 0.7 -0.1348
C 1.079915 1.803406 -2.690528 1.0 -0.2 0.6 -0.0570
H 2.305494 -2.325097 0.376713 0.0 -0.3 -0.4 0.4984
H 2.929383 1.657957 -1.916029 -0.5 0.0 -0.1 0.5018
H -1.635051 2.776268 1.923475 -0.8 0.1 0.5 0.5122
H -1.459134 -3.674022 -1.202804 -0.4 0.0 -0.1 0.5013
H -2.362692 -1.010936 -0.414974 0.0 0.1 0.3 0.1880
H -2.655873 -2.798114 -0.838639 0.0 -0.1 0.0 0.4513
H 0.722474 2.153355 -1.709738 -0.3 0.0 -0.3 0.1631
H 0.387606 -2.817899 -2.295552 -0.1 0.0 -0.1 0.4673
H 3.336038 0.043491 -0.370060 0.1 0.0 0.0 0.4751
H 1.554072 -0.276876 -2.491652 -0.1 0.0 0.0 0.1989
H 0.485359 0.086756 -0.271301 -0.3 -0.1 -0.2 0.2017
H -3.608146 2.188071 -0.319892 0.1 0.0 0.1 0.4792
H -3.051214 -1.990841 1.902645 0.1 0.2 -0.5 0.1989
H 0.851130 -3.429633 -0.964934 -0.2 -0.1 -0.4 0.5098
H 0.259328 -2.845169 2.685731 -0.1 0.1 -0.1 0.4795
H 1.789079 -3.560660 0.991847 -0.1 -0.3 -0.1 0.5020
H -1.053483 -0.958602 -2.677450 0.5 0.2 0.4 0.2143
H -2.019022 -1.651651 3.325111 0.3 0.2 0.0 0.1872
H 0.417098 3.845854 1.323953 -0.4 -0.4 -0.1 0.4762
H -2.284831 4.103386 -0.401314 -0.1 0.0 -0.1 0.4618
H 1.644879 -2.192630 2.368483 -0.5 -0.5 0.5 0.5019
H -0.336873 -0.467095 1.912142 -0.2 -0.1 -0.1 0.2118
H 0.681517 0.124611 -3.986348 0.0 0.0 0.7 0.2012
H -1.346732 0.705010 -2.433853 0.1 0.3 0.1 0.2306
H 2.309003 1.935485 2.443200 -0.2 -0.2 -0.3 0.4583
H 0.669606 2.279841 1.396105 -0.4 0.7 -0.2 0.5295
H 2.181671 0.079423 1.705272 0.1 -0.6 -0.2 0.5228
H -2.479103 1.921155 2.896661 0.0 0.2 -0.1 0.4717
H -3.779091 2.229527 1.193549 -0.1 -0.1 -0.6 0.4910
H 2.980561 1.331522 0.355851 0.1 0.0 -0.3 0.5139
H 3.410697 -0.894852 1.928396 0.0 -0.2 0.0 0.4763
H -1.116987 3.145845 -0.224463 -0.2 0.0 -0.3 0.5027
H 0.695759 2.439959 -3.498392 -0.3 -0.2 0.4 0.1741
```
Positions in Å, forces in eV/Å.